Entry 1:
Here is C28H29F6GeN2PS5SbW as an isolated structure from OMol25. Energies are from ωB97M-V/def2-TZVPD.

Total charge: +1
HOMO (alpha / beta) in eV: -10.358 / -11.385
Multiplicity: 3
Largest force on an atom in eV/A: 0.258
<S²>: 2.01
HOMO-LUMO gap (alpha / beta) in eV: 5.6 / 6.5
ΔE to the lowest compared entry with this formula, charge and spin in kJ/mol: 346.24

Structure (XYZ):
```
74
C28H29F6GeN2PS5SbW, DFT ωB97M-V/def2-TZVPD
W 0.2145 1.1852 0.4771
C -4.7008 2.3652 -0.0167
N -3.2682 2.6370 -0.0048
C -2.6909 2.7689 -1.3353
C -2.1205 1.4750 -1.9401
N -1.5412 0.4044 -1.0292
C -2.6502 -0.2460 -0.2627
C -0.9950 -0.5944 -1.9691
C -1.8257 -1.4299 -2.7078
C -1.2883 -2.3098 -3.6340
C 0.0832 -2.3605 -3.8468
C 0.9148 -1.5328 -3.1173
C 0.3703 -0.6583 -2.1791
S 1.4896 0.3079 -1.2257
C -2.9017 3.6869 0.8952
C -3.3456 4.9916 0.7165
C -2.9906 5.9894 1.6099
C -2.1901 5.6888 2.7036
C -1.7410 4.3937 2.8944
C -2.0853 3.3949 1.9874
S -1.5705 1.7220 2.2655
H -5.2874 3.1944 -0.4323
H -5.0491 2.1683 0.9969
H -4.9004 1.4794 -0.6217
H -1.9142 3.5234 -1.3039
H -3.4402 3.1247 -2.0559
H -1.3291 1.7499 -2.6373
H -2.8950 0.9641 -2.5171
H -3.5136 -0.3914 -0.9113
H -2.9406 0.3881 0.5636
H -2.3103 -1.2123 0.0989
H -2.8979 -1.4051 -2.5792
H -1.9500 -2.9535 -4.1975
H 0.4993 -3.0425 -4.5755
H 1.9888 -1.5574 -3.2541
H -3.9762 5.2254 -0.1331
H -3.3433 7.0005 1.4565
H -1.9171 6.4617 3.4090
H -1.1212 4.1498 3.7465
S 3.2801 -0.3449 3.8957
Sb 1.1661 0.1846 3.9271
S -0.0196 -0.8944 1.5971
S 0.9772 2.3085 2.4450
F -0.1871 2.8201 -0.2956
P 2.4159 2.6154 -3.1524
F 2.3140 3.4511 -1.8246
F 0.8372 2.6860 -3.2369
F 3.7863 2.0569 -2.6289
F 2.3310 1.3499 -4.0920
F 2.8403 3.6890 -4.1525
Ge 1.0388 -2.7527 0.7155
C 1.0376 -3.9265 2.2537
C 2.2095 -4.5963 2.6055
C 2.2201 -5.4444 3.7027
C 1.0638 -5.6314 4.4474
C -0.1088 -4.9724 4.0983
C -0.1240 -4.1270 3.0010
C 2.8036 -2.4484 -0.0389
C 3.1734 -3.2700 -1.1030
C 4.4288 -3.1382 -1.6823
C 5.3120 -2.1790 -1.2079
C 4.9463 -1.3568 -0.1487
C 3.6960 -1.4881 0.4330
H 1.8716 1.4325 0.5564
H 3.1183 -4.4469 2.0339
H 3.1319 -5.9575 3.9780
H 1.0744 -6.2950 5.3019
H -1.0093 -5.1243 4.6786
H -1.0440 -3.6208 2.7292
H 2.4878 -4.0171 -1.4892
H 4.7156 -3.7832 -2.5024
H 6.2878 -2.0723 -1.6628
H 5.6359 -0.6112 0.2251
H 3.4221 -0.8417 1.2594
```

Here are the Löwdin charges for atoms 1 to 2, given in e:
1 W 0.796
2 C -0.055

---

Entry 2:
Here is a single C4H6N2O molecule from OMol25. Energies are from ωB97M-V/def2-TZVPD.

HOMO in eV: -9.010
Largest force on an atom in eV/A: 0.695
HOMO-LUMO gap in eV: 9.8
ΔE to the lowest compared entry with this formula, charge and spin in kJ/mol: 271.80

Structure (XYZ):
```
13
C4H6N2O, DFT ωB97M-V/def2-TZVPD
C -1.8964 -0.2342 0.4580
C -0.5276 1.0537 -1.0694
C -0.7961 -0.3650 -0.5987
N 0.4587 -0.9069 -0.0585
C 1.2607 0.0662 -0.1267
N 2.5780 0.1799 0.1903
O 0.7148 1.2693 -0.6810
H -2.8334 0.0867 -0.0097
H -2.0297 -1.2045 0.9350
H -1.6490 0.5071 1.2305
H -1.1587 -1.0116 -1.4127
H 2.9299 1.1121 0.3639
H 2.9487 -0.5528 0.7789
```

Here are the Löwdin charges for atoms 1 to 2, given in e:
1 C -0.071
2 C 0.041

---

Entry 3:
Here is a single C11H14BNO7 molecule from OMol25. Energies are from ωB97M-V/def2-TZVPD.

HOMO in eV: -9.431
Largest force on an atom in eV/A: 3.990
Structure (SMILES): NCC1=C(CB(O)O)C(=O)C(O)=C(CCOC=O)C1=O
HOMO-LUMO gap in eV: 8.7

Structure (XYZ):
```
34
C11H14BNO7, DFT ωB97M-V/def2-TZVPD
N -2.9981 0.0237 2.7123
C -1.5967 -0.3334 2.3681
C -1.2244 0.2546 1.0125
C -1.7830 -0.1259 -0.1112
C -2.8201 -1.1964 -0.2772
B -2.0424 -2.5390 -0.6862
O -0.6577 -2.4997 -0.9079
O -2.6699 -3.7307 -0.8252
C -1.3341 0.5163 -1.3930
O -2.0613 0.6684 -2.3064
C 0.1150 0.8990 -1.4337
O 0.7263 0.8509 -2.6312
C 0.6930 1.2742 -0.3288
C 2.1378 1.7005 -0.2407
C 3.1205 0.7640 -0.9697
O 4.1472 0.2391 -0.1172
C 5.0416 1.1542 0.2808
O 5.9326 0.8352 0.9462
C -0.1648 1.3201 0.8984
O -0.0364 2.1561 1.7047
H -3.5854 -0.7990 2.7437
H -3.3898 0.6386 2.0124
H -1.4651 -1.4146 2.3936
H -0.9730 0.1557 3.1159
H -3.3775 -1.3926 0.6326
H -3.4734 -0.9256 -1.1085
H -0.1918 -2.3753 -0.0709
H -2.0039 -4.3329 -1.1912
H 0.1516 0.3228 -3.2053
H 2.2130 2.7343 -0.5797
H 2.4043 1.6822 0.8180
H 3.5778 1.3366 -1.7820
H 2.6377 -0.0720 -1.4586
H 4.9504 2.2104 -0.0148
```

Here are the Löwdin charges for atoms 1 to 2, given in e:
1 N 0.010
2 C -0.171

---

Entry 4:
Here is a single C5H12N2 molecule from OMol25. Energies are from ωB97M-V/def2-TZVPD.

HOMO in eV: -7.802
Largest force on an atom in eV/A: 2.673
Structure (SMILES): C[C@H](N)C/C=C\N
HOMO-LUMO gap in eV: 8.8
ΔE to the lowest compared entry with this formula, charge and spin in kJ/mol: 230.64

Structure (XYZ):
```
19
C5H12N2, DFT ωB97M-V/def2-TZVPD
C 0.9322 0.8776 1.6279
C 1.3085 -0.3044 0.7001
C 0.1848 -0.2018 -0.4249
C -1.2064 -0.4492 0.0279
C -2.2653 0.1398 -0.5733
N -2.3938 0.1560 -1.9742
N 2.5360 -0.2756 -0.1237
H 1.5415 0.8345 2.5501
H -0.0805 0.6305 1.9555
H 1.0594 1.8993 1.2868
H 1.1850 -1.2462 1.2618
H 0.2278 0.8568 -0.6415
H 0.5381 -0.7938 -1.2806
H -1.5781 -1.1819 0.7578
H -3.1609 0.1282 0.0533
H -1.7522 -0.4196 -2.4879
H -2.8295 0.9690 -2.3786
H 2.4339 -1.0377 -0.7865
H 3.3196 -0.5812 0.4497
```

Here are the Löwdin charges for atoms 1 to 2, given in e:
1 C -0.078
2 C -0.422

---

Calculated E_tot, -6509.6192; -340.6914; -1033.9046; -307.1415 hartree (same order as the records).